Entry 1:
C59H69BaN7SSbTe | ωB97M-V/def2-TZVPD

Output
Orbital gap (eV): 7.1
LUMO (eV): -2.2232
Charge: +1
Relative energy (zero: lowest compared OMol25 entry of this formula, charge and spin) (kJ/mol): 156.2

Geometry as XYZ:
```
139
Properties=species:S:1:pos:R:3:lowdin_charge:R:1
Ba 0.036 -0.363 0.231 1.481
C 5.726 0.022 5.281 -0.057
C 5.924 0.047 3.764 -0.555
C 6.717 -1.202 3.351 -0.030
C 6.700 1.319 3.392 -0.035
C 4.603 0.040 3.022 -0.142
C 3.366 -0.083 3.646 0.027
C 2.217 -0.051 2.872 -0.121
N 2.210 0.054 1.553 -0.082
C 3.385 0.130 0.922 -0.211
C 4.583 0.150 1.634 0.059
C 3.352 0.193 -0.554 -0.216
C 4.507 0.098 -1.326 0.055
C 4.460 0.171 -2.716 -0.142
C 3.197 0.330 -3.279 0.026
C 2.093 0.384 -2.441 -0.129
N 2.153 0.322 -1.125 -0.068
C 5.746 0.100 -3.519 -0.554
C 6.506 -1.185 -3.159 -0.033
C 6.593 1.333 -3.168 -0.032
C 5.487 0.100 -5.027 -0.058
H 6.688 0.102 5.780 0.090
H 5.265 -0.911 5.598 0.089
H 5.109 0.855 5.608 0.089
H 7.671 -1.236 3.871 0.091
H 6.912 -1.218 2.282 0.079
H 6.159 -2.101 3.607 0.095
H 7.617 1.379 3.971 0.089
H 6.101 2.202 3.609 0.092
H 6.967 1.340 2.339 0.076
H 3.279 -0.206 4.712 0.111
H 1.245 -0.126 3.344 0.113
H 5.518 0.251 1.113 0.104
H 5.463 -0.043 -0.851 0.105
H 3.059 0.411 -4.344 0.109
H 1.101 0.488 -2.863 0.103
H 6.793 -1.212 -2.112 0.077
H 7.411 -1.260 -3.756 0.090
H 5.889 -2.057 -3.365 0.094
H 6.841 1.362 -2.110 0.079
H 6.053 2.245 -3.415 0.092
H 7.521 1.326 -3.734 0.091
H 4.864 -0.743 -5.316 0.090
H 6.432 0.015 -5.558 0.090
H 5.011 1.025 -5.345 0.086
C -4.310 -1.693 4.484 -0.091
C -3.717 -0.582 3.901 -0.088
C -2.574 -0.724 3.139 -0.067
C -2.010 -1.985 2.937 -0.281
C -2.626 -3.104 3.516 -0.016
C -3.760 -2.953 4.288 -0.077
N -0.850 -2.072 2.168 -0.081
N -0.334 -3.229 2.138 0.061
C 0.767 -3.497 1.374 -0.364
C 1.373 -4.739 1.660 -0.029
C 2.406 -5.195 0.875 -0.093
C 2.850 -4.408 -0.181 -0.089
C 2.278 -3.165 -0.417 -0.178
C 1.198 -2.669 0.309 -0.309
H -5.196 -1.575 5.092 0.103
H -4.152 0.400 4.042 0.107
H -2.098 0.143 2.695 0.034
H -2.194 -4.078 3.345 0.103
H -4.224 -3.819 4.737 0.105
H 1.026 -5.309 2.511 0.106
H 2.868 -6.153 1.071 0.100
H 3.640 -4.771 -0.826 0.098
H 2.682 -2.567 -1.229 0.072
C -2.595 2.709 -3.263 -0.045
C -2.104 4.003 -3.346 -0.043
C -1.007 4.344 -2.576 -0.001
C -0.424 3.370 -1.760 -0.252
N -0.927 2.142 -1.657 0.075
C -1.983 1.827 -2.385 -0.161
C 0.775 3.692 -0.972 -0.263
C 1.689 4.645 -1.421 -0.004
C 2.757 4.982 -0.611 -0.045
C 2.891 4.341 0.611 -0.039
C 1.961 3.371 0.949 -0.165
N 0.931 3.056 0.185 -0.010
H -3.433 2.392 -3.865 0.105
H -2.564 4.735 -3.996 0.114
H -0.622 5.350 -2.587 0.114
H -2.356 0.818 -2.258 0.032
H 1.572 5.106 -2.390 0.112
H 3.463 5.735 -0.924 0.112
H 3.696 4.588 1.284 0.106
H 2.028 2.830 1.883 0.102
C -4.531 -1.824 -3.684 -0.212
C -3.801 -2.930 -2.945 -0.442
Sb -1.757 -2.351 -2.400 1.324
C -0.939 -2.241 -4.441 -0.442
C -1.408 -3.274 -5.447 -0.186
C -0.999 -4.319 -1.836 -0.432
C -1.714 -5.525 -2.411 -0.185
H -5.572 -2.096 -3.863 0.072
H -4.065 -1.623 -4.648 0.057
H -4.516 -0.905 -3.099 0.009
H -3.772 -3.839 -3.545 0.043
H -4.312 -3.149 -2.007 0.037
H 0.144 -2.295 -4.317 0.035
H -1.172 -1.237 -4.800 0.031
H -1.079 -4.272 -5.170 0.054
H -0.995 -3.051 -6.432 0.070
H -2.492 -3.279 -5.536 0.053
H -1.038 -4.340 -0.747 0.029
H 0.055 -4.316 -2.115 0.042
H -2.757 -5.548 -2.096 0.062
H -1.237 -6.438 -2.054 0.072
H -1.679 -5.533 -3.498 0.048
C -2.568 3.904 3.564 -0.416
Te -1.608 3.108 1.773 1.317
C -3.645 2.721 1.166 -0.439
C -4.553 3.402 2.135 -0.290
C -5.922 3.442 1.903 -0.044
C -6.771 4.069 2.797 -0.082
C -6.250 4.676 3.929 -0.081
C -4.890 4.635 4.169 -0.039
C -4.035 3.988 3.284 -0.297
H -2.156 4.889 3.785 0.052
H -2.378 3.265 4.428 0.057
H -3.835 1.649 1.159 -0.022
H -3.796 3.095 0.153 0.055
H -6.324 2.979 1.010 0.103
H -7.834 4.091 2.613 0.102
H -6.909 5.180 4.620 0.104
H -4.488 5.109 5.054 0.117
S -4.022 -0.504 -0.230 0.638
C -5.645 -0.221 -0.016 -0.749
N -6.320 0.492 -0.973 0.056
C -7.649 0.724 -0.937 -0.080
C -8.395 0.266 0.102 -0.059
C -7.752 -0.453 1.137 -0.037
C -6.411 -0.685 1.083 -0.071
H -5.768 0.822 -1.756 0.135
H -8.068 1.270 -1.765 0.129
H -9.456 0.443 0.138 0.108
H -8.337 -0.822 1.963 0.116
H -5.897 -1.234 1.856 0.100
```

=====

Entry 2:
C59H70BrN3O5PSeSiTeTi | ωB97M-V/def2-TZVPD

Output
Orbital gap (alpha / beta) (eV): 3.9 / 3.9
LUMO (alpha / beta) (eV): 1.8623 / 1.8623
Charge: -1

Geometry as XYZ:
```
143
Properties=species:S:1:pos:R:3:lowdin_charge:R:1
Ti 0.546 -0.703 0.050 0.794
C -4.256 -1.597 -4.804 -0.056
C -3.471 -1.208 -3.578 -0.262
C -4.037 -1.204 -2.319 -0.012
C -3.321 -0.853 -1.165 -0.066
C -4.014 -0.926 0.142 -0.320
O -3.475 -1.263 1.176 0.034
C -5.466 -0.538 0.193 -0.146
C -6.016 0.424 -0.653 -0.048
C -7.313 0.871 -0.459 -0.084
C -8.088 0.346 0.565 -0.098
C -7.560 -0.637 1.391 -0.085
C -6.256 -1.066 1.213 -0.016
C -1.941 -0.548 -1.279 -0.264
O -1.156 -0.179 -0.282 -0.258
C -1.360 -0.587 -2.579 -0.121
C -2.121 -0.876 -3.695 0.014
C 0.110 -0.461 -2.584 -0.284
N 0.814 -1.416 -1.910 -0.152
C 0.270 -2.772 -1.885 -0.385
C 0.260 -3.394 -3.289 -0.445
Te 2.095 -2.959 -4.342 1.257
C 1.052 -2.127 -6.001 -0.552
C 1.408 -0.878 -6.498 -0.143
C 0.689 -0.305 -7.537 -0.091
C -0.386 -0.978 -8.099 -0.108
C -0.743 -2.227 -7.609 -0.108
C -0.027 -2.798 -6.567 -0.166
C 0.748 0.667 -3.198 -0.167
C -0.014 1.727 -3.748 -0.042
C 0.592 2.800 -4.370 -0.125
C 1.981 2.883 -4.458 -0.147
C 2.749 1.853 -3.920 -0.125
C 2.156 0.761 -3.316 -0.083
H -5.285 -1.850 -4.551 0.068
H -3.802 -2.462 -5.293 0.072
H -4.261 -0.780 -5.528 0.076
H -5.068 -1.517 -2.202 0.116
H -5.411 0.842 -1.446 0.108
H -7.715 1.647 -1.100 0.101
H -9.097 0.704 0.722 0.096
H -8.162 -1.053 2.190 0.098
H -5.817 -1.805 1.871 0.117
H -1.648 -0.884 -4.673 0.128
H -0.752 -2.847 -1.485 0.075
H 0.932 -3.360 -1.243 0.087
H -0.535 -2.953 -3.887 0.025
H 0.115 -4.471 -3.228 0.039
H 2.231 -0.336 -6.050 0.085
H 0.960 0.682 -7.891 0.100
H -0.952 -0.526 -8.904 0.093
H -1.583 -2.759 -8.041 0.095
H -0.315 -3.773 -6.193 0.092
H -1.093 1.698 -3.668 0.101
H -0.021 3.585 -4.799 0.088
H 2.450 3.734 -4.938 0.075
H 3.831 1.900 -3.998 0.091
H 2.767 -0.038 -2.925 0.069
C 2.000 -4.813 2.118 -0.209
Si 0.151 -4.387 2.328 0.188
C -0.246 -4.239 4.193 -0.234
C -0.936 -5.815 1.691 -0.235
Se -0.608 -2.495 1.335 0.597
H 2.207 -5.858 2.357 0.019
H 2.617 -4.184 2.763 0.001
H 2.310 -4.624 1.089 0.015
H -0.287 -5.212 4.688 0.017
H -1.224 -3.765 4.280 0.018
H 0.472 -3.616 4.731 0.002
H -0.977 -6.651 2.392 0.015
H -0.594 -6.190 0.726 0.019
H -1.945 -5.423 1.559 0.014
C -1.904 4.411 3.921 -0.118
C -1.431 4.113 2.500 -0.539
C -0.069 4.767 2.259 -0.148
P -1.373 2.303 1.919 1.139
C -3.120 2.168 1.257 -0.538
C -4.281 2.854 1.977 -0.104
C -3.073 2.663 -0.193 -0.121
C -1.428 1.178 3.430 -0.521
C -0.251 1.492 4.362 -0.125
C -2.708 0.977 4.239 -0.108
H -2.117 5.479 4.027 0.075
H -1.127 4.152 4.639 0.059
H -2.807 3.859 4.168 0.045
H -2.135 4.574 1.799 0.080
H 0.698 4.331 2.904 0.063
H -0.121 5.839 2.471 0.071
H 0.252 4.635 1.225 0.056
H -3.296 1.095 1.249 0.068
H -4.202 3.941 1.905 0.070
H -4.348 2.589 3.031 0.048
H -5.217 2.556 1.495 0.071
H -2.832 3.730 -0.228 0.070
H -4.039 2.520 -0.681 0.062
H -2.311 2.129 -0.760 0.060
H -1.233 0.219 2.934 0.070
H -0.543 2.206 5.133 0.063
H 0.584 1.922 3.805 0.049
H 0.102 0.582 4.854 0.076
H -3.026 1.882 4.758 0.055
H -2.513 0.213 4.998 0.079
H -3.518 0.612 3.609 0.066
C 3.891 1.214 4.883 -0.009
N 3.693 0.329 3.737 -0.067
N 2.875 0.901 2.754 0.082
C 1.844 0.022 2.457 -0.367
O 0.908 0.279 1.662 -0.162
C 2.044 -1.129 3.266 0.069
C 3.143 -0.920 4.022 -0.237
C 3.770 -1.813 5.029 -0.005
C 3.409 1.911 1.921 -0.169
C 2.578 2.645 1.075 -0.014
C 3.123 3.611 0.249 -0.057
C 4.486 3.879 0.270 -0.091
C 5.307 3.158 1.121 -0.095
C 4.780 2.171 1.936 -0.038
H 4.330 2.151 4.548 0.083
H 4.573 0.732 5.580 0.089
H 2.942 1.424 5.388 0.100
H 1.400 -1.990 3.238 0.060
H 3.384 -2.822 4.902 0.080
H 3.543 -1.492 6.048 0.088
H 4.853 -1.832 4.906 0.092
H 1.519 2.437 1.044 0.084
H 2.474 4.155 -0.425 0.114
H 4.900 4.639 -0.380 0.101
H 6.374 3.346 1.139 0.103
H 5.432 1.574 2.560 0.110
Br 8.835 -0.873 -1.537 0.704
C 6.991 -0.796 -1.065 -0.678
C 6.270 0.359 -1.328 -0.111
C 4.928 0.399 -1.009 -0.003
C 4.305 -0.708 -0.429 -0.103
C 5.050 -1.862 -0.179 0.009
C 6.392 -1.912 -0.500 -0.121
C 2.863 -0.690 -0.183 -0.544
O 2.161 0.323 -0.494 -0.062
O 2.248 -1.703 0.291 -0.108
H 6.757 1.208 -1.788 0.103
H 4.335 1.280 -1.219 0.115
H 4.552 -2.721 0.251 0.121
H 6.964 -2.814 -0.326 0.099
```

=====

Entry 3:
C5F8 | ωB97M-V/def2-TZVPD

Output
Orbital gap (eV): 11.9
LUMO (eV): 0.4141
SMILES: FC1=C(F)[C@@](F)(C(F)(F)F)C1(F)F
Relative energy (zero: lowest compared OMol25 entry of this formula, charge and spin) (kJ/mol): 0.0

Geometry as XYZ:
```
13
Properties=species:S:1:pos:R:3:lowdin_charge:R:1
F -2.471 0.468 0.655 0.113
C -1.134 0.664 0.446 -0.036
C -0.261 1.532 0.975 -0.072
F -0.383 2.533 1.859 0.144
C 0.942 0.937 0.307 -0.197
F 1.455 1.824 -0.593 0.121
C 1.995 0.213 1.144 -0.522
F 1.412 -0.603 2.031 0.180
F 2.822 -0.510 0.349 0.164
F 2.753 1.080 1.837 0.169
C -0.110 -0.056 -0.366 -0.345
F 0.058 -1.368 -0.061 0.141
F -0.199 0.167 -1.706 0.139
```

=====

Entry 4:
C5H10 | ωB97M-V/def2-TZVPD

Output
Orbital gap (eV): 9.8
LUMO (eV): 1.0993
SMILES: CC=C(C)C
Relative energy (zero: lowest compared OMol25 entry of this formula, charge and spin) (kJ/mol): 113.7

Geometry as XYZ:
```
15
Properties=species:S:1:pos:R:3:lowdin_charge:R:1
C 1.909 0.340 0.801 -0.102
C 0.859 0.257 -0.319 -0.177
C -0.402 -0.105 -0.225 -0.394
C -1.042 -0.668 1.015 -0.081
C -1.241 0.121 -1.503 -0.079
H 2.870 -0.127 0.418 0.079
H 2.037 1.423 1.012 0.070
H 1.654 -0.134 1.799 0.074
H 1.212 0.540 -1.319 0.106
H -2.025 -1.146 0.664 0.086
H -0.358 -1.416 1.522 0.084
H -1.237 0.252 1.706 0.111
H -2.323 -0.155 -1.451 0.075
H -1.130 1.212 -1.788 0.088
H -0.781 -0.393 -2.333 0.058
```

=====

Entry 5:
C5H10 | ωB97M-V/def2-TZVPD

Output
Orbital gap (eV): 10.5
LUMO (eV): 1.1730
SMILES: C=CC.C=C
Relative energy (zero: lowest compared OMol25 entry of this formula, charge and spin) (kJ/mol): 224.6

Geometry as XYZ:
```
15
Properties=species:S:1:pos:R:3:lowdin_charge:R:1
C -1.781 -0.422 1.136 -0.021
C -2.357 -0.865 0.030 -0.249
C -1.736 -0.879 -1.373 -0.106
H -2.253 -0.192 2.078 0.047
H -0.703 -0.292 1.020 0.049
H -3.292 -1.422 0.024 0.084
H -2.121 -1.775 -1.853 0.061
H -2.040 -0.002 -1.934 0.069
H -0.656 -0.957 -1.240 0.064
C 2.529 1.694 0.512 -0.085
C 3.030 0.523 0.148 -0.082
H 2.076 2.462 -0.101 0.042
H 2.642 2.076 1.521 0.043
H 3.035 0.071 -0.835 0.043
H 3.628 -0.020 0.869 0.042
```

=====

Entry 6:
C5H10 | ωB97M-V/def2-TZVPD

Output
Orbital gap (eV): 10.7
LUMO (eV): 1.1313
SMILES: C=CC.C=C
Relative energy (zero: lowest compared OMol25 entry of this formula, charge and spin) (kJ/mol): 246.8

Geometry as XYZ:
```
15
Properties=species:S:1:pos:R:3:lowdin_charge:R:1
C 3.306 -0.865 1.413 -0.020
C 2.525 -0.211 0.540 -0.237
C 1.281 -0.871 -0.022 -0.129
H 4.160 -0.280 1.818 0.062
H 3.025 -1.895 1.599 0.058
H 2.847 0.613 -0.070 0.081
H 0.648 -1.301 0.743 0.065
H 0.627 -0.104 -0.440 0.047
H 1.461 -1.601 -0.809 0.074
C -3.832 1.441 -0.577 -0.083
C -2.749 0.835 -1.102 -0.073
H -3.773 1.793 0.453 0.041
H -4.864 1.306 -0.864 0.037
H -1.735 1.009 -0.762 0.031
H -2.926 0.130 -1.919 0.046
```